One molecule with the formula C21H24FN3O4S at a distorted geometry, computed with the ωB97M-V functional and the def2-TZVPD basis.

Element x y z (Å)
1 O 1.80 -3.72 1.09
2 C 1.58 -2.56 0.79
3 C 1.78 -1.46 1.79
4 C 3.03 -1.28 2.39
5 C 3.21 -0.30 3.35
6 C 2.16 0.52 3.72
7 C 0.92 0.32 3.14
8 S -0.48 1.36 3.52
9 O -0.07 2.37 4.46
10 O -1.61 0.55 3.85
11 N -0.75 1.99 1.98
12 C 0.15 3.08 1.63
13 C -0.37 4.41 2.16
14 O -1.70 4.65 1.74
15 C -2.56 3.63 2.19
16 C -2.13 2.27 1.64
17 C 0.72 -0.66 2.19
18 N 1.15 -2.19 -0.43
19 C 0.95 -0.85 -0.92
20 C -0.52 -0.66 -1.34
21 N -0.90 -1.65 -2.32
22 C -0.75 -1.37 -3.68
23 C -1.18 -0.14 -4.19
24 C -1.10 0.15 -5.53
25 C -0.60 -0.80 -6.40
26 F -0.52 -0.52 -7.72
27 C -0.19 -2.03 -5.94
28 C -0.26 -2.32 -4.59
29 C -0.68 -2.98 -1.81
30 C 0.78 -3.21 -1.40
31 H 3.84 -1.92 2.10
32 H 4.18 -0.17 3.81
33 H 2.27 1.30 4.46
34 H 1.13 2.85 2.05
35 H 0.22 3.11 0.53
36 H 0.22 5.24 1.77
37 H -0.32 4.40 3.26
38 H -3.56 3.89 1.85
39 H -2.55 3.58 3.29
40 H -2.73 1.47 2.07
41 H -2.22 2.26 0.55
42 H -0.28 -0.79 1.79
43 H 1.23 -0.12 -0.17
44 H 1.58 -0.70 -1.81
45 H -0.65 0.35 -1.74
46 H -1.17 -0.77 -0.47
47 H -1.61 0.60 -3.52
48 H -1.43 1.11 -5.91
49 H 0.20 -2.76 -6.64
50 H 0.08 -3.28 -4.26
51 H -1.01 -3.72 -2.53
52 H -1.31 -3.09 -0.91
53 H 0.92 -4.18 -0.94
54 H 1.43 -3.12 -2.28

Charge   0
Structure (SMILES)   O=C(c1cccc(S(=O)(=O)N2CCOCC2)c1)N1CCN(c2ccc(F)cc2)CC1
Calculated total energy   -1777.894901 hartree
E_LUMO   0.3609 eV
Relative energy (zero: lowest compared OMol25 entry of this formula, charge and spin)   207.9 kJ/mol
Kohn-Sham gap   0.3051 Eh